The following is a quantum chemistry calculation of a 9-piece molecular cluster, C48H46FN7O20S overall, from the OMol25 dataset.

Each line ends with the Mulliken charge.
CARTESIAN COORDINATES (ANGSTROEM)
O: -4.12577 29.86331 15.33796  -0.393
H: -6.74327 24.90898 18.57305  0.423
H: 5.45547 33.33265 14.65488  0.455
C: 1.82639 29.56723 14.83042  -0.323
C: 1.43271 30.26479 19.52810  -0.190
H: -7.68037 26.54516 20.20147  0.447
O: -6.60681 36.97353 13.43461  -0.611
O: 2.82230 32.97698 14.49806  -0.562
C: -8.21482 29.02355 15.91547  0.204
H: 7.39115 33.87765 15.90870  0.363
C: -6.33425 26.56159 9.99160  -0.745
C: 0.67284 29.19513 14.11236  -0.113
N: 2.90089 32.78902 15.72318  0.904
H: -6.74725 28.48715 14.54758  0.365
H: 0.08505 36.07841 21.20483  0.387
N: -3.77799 33.63799 20.47229  0.965
H: 5.03566 34.45203 19.48678  0.433
H: -4.30325 28.01510 16.87563  0.557
O: 3.23363 29.78351 20.52456  -0.429
C: 2.47100 28.63019 20.53232  0.630
C: -9.91977 27.45422 16.38019  -0.662
O: -3.23303 32.22415 16.23240  -0.436
C: -9.35657 26.58673 15.43402  -0.545
C: -4.86590 32.35042 14.16849  -0.966
O: -3.67196 30.12332 11.68087  -0.603
C: 0.21017 34.81851 19.43931  -0.464
C: -2.41354 34.05972 20.08432  0.084
C: -7.80610 34.81098 14.64943  -0.175
C: 5.32244 33.62006 15.68739  -0.773
H: -5.50541 25.48300 8.35909  0.349
C: 1.52181 27.75104 16.38611  -0.338
H: -1.65593 29.95140 16.41905  0.373
H: -9.49380 31.95309 14.92051  0.374
H: -0.07224 33.54803 17.75135  0.277
C: -1.25249 30.95362 16.56355  0.068
O: -8.04284 28.76763 21.13372  -0.609
H: -5.51661 31.91637 13.40936  0.252
C: -6.37912 25.92418 18.62937  -0.687
O: -6.92317 30.47005 20.21391  -0.560
O: -0.91531 29.70479 12.38234  -0.497
C: 3.98488 33.72307 17.74115  0.196
H: -3.43171 26.67392 8.21590  0.380
C: 2.26003 28.85680 15.93338  -0.585
S: -4.53245 31.23887 15.66249  1.210
O: 2.02488 32.22206 16.33504  -0.424
C: -0.02156 28.01353 14.54272  -0.188
C: -5.05841 27.71807 17.58830  -0.438
C: -5.44273 26.37693 17.69432  -0.580
N: -6.81134 35.98316 12.75150  0.999
C: 6.38583 34.20833 17.80024  -0.597
O: -4.43592 34.37755 21.10971  -0.575
C: -6.05526 27.50775 10.99179  -0.102
C: 0.39227 27.28973 15.64865  -0.654
H: 3.14057 31.62701 19.54764  0.146
O: 1.52118 28.80041 19.65542  -0.307
C: 4.13545 33.36381 16.38937  0.064
H: -7.93093 33.74787 11.35644  0.462
C: -4.11635 26.96817 8.99762  -0.683
O: 2.81263 27.69332 21.22519  -0.569
H: 3.17462 29.15649 16.42338  0.557
O: 0.76798 31.01509 12.59783  -0.538
C: -9.36353 28.71531 16.59004  -0.346
C: -7.59611 34.82537 13.26892  -0.045
H: -5.24428 33.30771 14.52699  0.306
C: -1.97287 31.96480 15.62531  -0.830
H: -3.93357 32.68380 13.71273  0.462
C: -5.65755 28.67356 18.46112  0.132
H: -7.57009 35.62942 15.31340  0.439
H: 1.79300 27.18514 17.26510  0.408
H: -8.55506 33.70638 16.29647  0.465
O: -5.54268 31.48630 16.64044  -0.682
C: -6.64654 28.29033 19.38888  -0.403
O: -4.06582 32.47591 20.15539  -0.518
C: -7.61648 28.11805 15.07162  -0.294
C: -4.92121 28.35281 10.86845  -0.047
C: 2.86657 30.57806 19.43481  0.456
N: -7.29002 29.27645 20.30658  1.080
H: -1.95797 31.50199 14.63857  0.446
O: -9.53598 30.82787 17.62680  -0.538
H: 1.21153 35.18918 19.27715  0.474
C: -8.94651 32.74866 14.43683  -0.396
H: -6.79073 27.77906 11.73468  0.466
H: -9.76169 25.60813 15.22281  0.346
H: -2.41454 33.04545 18.26024  0.261
N: -4.69032 29.46559 11.85083  1.099
N: 0.21139 29.98067 12.90049  0.886
H: -0.94458 27.69994 14.07786  0.351
C: -0.53059 33.98649 18.62546  -0.374
C: -8.44902 33.75475 15.22278  -0.396
H: -0.22213 26.42797 15.86377  0.420
N: -9.86219 29.64366 17.68740  1.093
H: -1.33414 31.20748 17.62044  0.174
H: -1.40370 32.89428 15.64069  0.459
H: -2.08741 35.20414 21.88502  0.411
C: -8.10373 33.74877 12.42252  -0.473
H: -0.19309 30.97554 16.30800  -0.429
C: -0.42604 35.37403 20.56527  -0.775
C: -8.16481 26.89152 14.78339  -0.648
H: -7.66033 26.27245 14.05630  0.537
H: -7.82171 30.02331 16.02671  0.609
C: -1.66704 34.89956 20.93796  -0.429
C: -6.97899 26.91668 19.46904  -0.284
C: 5.14275 34.15051 18.45527  -0.523
F: 0.91980 30.54907 18.34179  0.057
H: -5.44216 29.72100 18.30991  0.504
H: 2.53311 30.30712 14.48472  0.568
C: -3.90868 28.02284 9.92919  -0.266
H: -2.97605 28.56392 9.86723  0.473
C: -1.85457 33.65773 18.95158  0.284
C: -8.75700 32.64910 13.05524  -0.487
H: 7.27248 34.30778 18.40880  0.387
H: 3.05697 33.65394 18.28942  0.369
O: -6.36824 35.89775 11.65398  -0.599
C: -5.31167 26.29713 9.04177  -0.264
H: -4.87673 25.65819 17.12034  0.390
O: -10.65006 29.22174 18.52052  -0.607
H: 0.81427 30.78036 20.26282  0.342
H: -9.09014 31.88873 12.36439  0.434
O: -5.50653 29.62958 12.75738  -0.461
H: -7.26634 26.02526 9.89182  0.397
C: 6.45435 33.94306 16.44212  -0.307
H: -10.74635 27.17633 17.01733  0.506
H: 3.29414 30.07718 18.56624  -0.072

**Molecular weight**: 1092.0 g mol⁻¹
**Total energy**: -115432.0904 eV
**LUMO level**: -0.04104 Eh

The following is a quantum chemistry calculation of C48H47BrN7O2Sn as an isolated structure, from the OMol25 dataset.

Each line ends with the Mulliken charge.
CARTESIAN COORDINATES (ANGSTROEM)
C: 0.44816 3.26468 1.69294  1.134
C: -1.97937 -3.92258 3.61252  -0.760
C: 4.87212 -2.60006 2.79391  -1.053
H: 6.35253 -1.45931 1.86599  0.326
H: -5.04636 -0.19717 -2.13715  0.587
C: -0.89428 0.41170 -5.41881  -0.275
H: 3.15923 0.39435 -5.42790  0.487
C: -0.80926 1.71378 3.01102  -1.310
C: -1.63039 -5.73688 -3.36368  -0.504
C: 1.43897 5.26710 2.92712  -0.784
C: -2.90714 0.02077 -2.27063  0.160
C: 3.55841 -3.08061 2.90980  -0.246
O: -2.61600 -0.06730 -0.96533  0.521
C: 1.50763 2.86130 -1.85524  -0.172
H: 5.63593 -3.09469 3.38365  0.303
N: 2.57173 -0.16674 -0.22384  0.449
C: 0.86535 4.01412 2.82305  -0.517
C: 1.13846 0.47355 -6.15657  0.118
H: -3.54046 0.38266 -6.07817  0.482
H: 5.13052 -0.37558 0.24272  0.111
H: 1.48749 -4.40900 2.17207  0.682
H: 5.23966 0.84020 -1.25945  0.371
H: 1.66396 -5.73413 -2.60620  0.375
C: 3.15346 -0.78756 0.79448  0.301
H: -3.19352 -5.01319 -2.08435  0.402
H: -0.88023 -3.74026 5.35658  0.198
C: 1.56941 6.26525 1.97244  -0.562
C: 0.59944 -5.55699 -2.50955  -0.611
C: 3.03069 0.57748 -7.58085  -0.574
C: -1.91367 -4.17299 1.04672  0.532
C: 0.36276 -0.54576 3.22987  -0.470
H: 1.46070 1.90453 -2.37625  -0.661
N: 0.36519 0.39361 -5.02778  -0.145
H: -4.42981 0.40064 -0.06030  0.369
H: 0.79152 3.47676 3.75977  0.182
H: 3.81162 -0.95910 -1.70326  0.595
C: -0.73634 -3.72469 4.27696  -0.246
C: 4.53748 -0.95889 0.93332  -0.084
C: 0.30492 0.56154 -7.28572  0.546
C: 0.84406 3.64676 0.31436  0.814
H: 2.63181 0.76093 -9.68290  0.371
H: 3.32631 3.39783 -2.86098  0.576
C: -2.12684 -5.15600 -2.21094  -0.418
H: 0.16682 0.75159 -9.43255  0.377
N: 1.23571 -0.39714 2.08411  -0.127
C: -1.25229 -4.72690 -1.20281  0.012
N: -0.97883 0.51687 -6.78670  -0.056
H: -2.31777 -6.04496 -4.14446  0.353
H: -0.36614 0.67302 4.83534  0.375
H: 0.11641 -6.36425 -4.44770  0.382
H: 0.77746 5.15853 -1.14807  0.371
C: 3.26676 -0.03065 -1.48638  -0.733
H: 4.40218 1.29379 -2.73081  0.382
C: 0.94039 5.00633 -0.08685  -0.989
H: -1.13120 2.57986 3.60434  0.567
H: 4.79170 3.02013 -0.78117  0.560
C: 2.52237 0.47569 -6.29857  -0.623
C: -2.02583 0.30160 -4.52643  1.371
N: -1.73353 -3.97400 -0.15753  0.033
C: -3.34253 0.27425 -5.02094  -0.716
H: 1.94209 7.22706 2.30482  0.307
C: 2.38604 -2.51516 2.48352  0.497
Br: -6.16152 0.08023 -4.82887  -0.254
C: 0.12154 -4.95608 -1.35817  -0.039
C: 5.28278 -1.64655 1.89404  -0.853
C: 1.22784 6.14782 0.62997  -0.302
H: 0.89478 3.56753 -2.43122  0.463
O: -0.56929 0.23836 -2.61027  -0.366
H: 3.44128 -4.03418 3.41905  0.432
C: 1.15802 -3.43088 2.54739  0.002
H: 1.06316 1.32116 4.00859  0.381
H: 0.81150 -1.20791 3.97343  0.598
H: 0.80035 -4.64870 -0.57280  0.384
H: 1.77496 5.53537 3.92434  0.317
C: -4.19436 -0.04273 -2.77999  -0.615
N: -0.22515 2.14818 1.76127  -0.280
H: -0.59572 -0.98990 2.93008  -0.008
C: -0.26458 -5.93043 -3.53161  -0.510
H: -1.70701 1.13764 2.75912  0.362
C: 2.19572 0.67700 -8.69639  -0.427
H: -1.82571 0.57253 -7.32143  0.203
C: 0.57429 -3.54983 3.92568  -0.474
C: 2.96208 3.34737 -1.82943  -0.787
H: 2.99385 4.35389 -1.40952  0.387
H: 0.39258 -3.07483 1.86942  -0.626
C: 4.26629 1.13704 -1.65424  -0.713
C: 0.81482 0.67098 -8.56935  -1.029
N: 0.96594 2.64857 -0.52614  -0.002
H: -2.79982 -4.03547 4.31274  0.181
H: 4.10334 0.58166 -7.72491  0.405
H: -4.10469 -1.34686 -0.29327  0.387
C: -2.44030 -4.04830 2.26809  -0.924
C: -4.38005 0.10428 -4.14815  -0.830
H: -3.51009 -4.25259 2.20476  0.324
H: 0.05906 0.24876 -3.39449  0.667
C: 3.87790 2.45752 -0.99012  -0.403
H: 2.48621 0.06626 -2.24912  -0.540
C: 0.10270 0.82159 3.85888  -0.770
H: -3.19041 -0.42451 0.91843  0.057
H: 3.39490 2.24744 -0.03328  -0.035
C: -1.80685 0.19108 -3.13201  -0.034
Sn: 0.31430 0.49405 0.08876  0.067
H: 1.30195 -3.50718 4.73124  0.220
C: -3.65767 -0.37630 -0.06256  -0.933
C: 2.23292 -1.19916 1.88146  0.616
H: 1.25982 7.06487 0.04962  0.357

**Molecular weight**: 952.6 g mol⁻¹
**Energy above the lowest of the compared OMol25 structures with the same formula, charge and spin**: 11.82 kcal per mole
**Total energy**: -140935.8215 eV
**Total charge**: -1
**LUMO level**: 0.06056 Eh

The following is a quantum chemistry calculation of C48H48BrCl2KN6O3S2 as an isolated structure, from the OMol25 dataset.

Each line ends with the Mulliken charge.
CARTESIAN COORDINATES (ANGSTROEM)
C: -0.28064 1.41094 4.52586  -0.778
H: -6.33280 3.01162 -4.11558  0.364
H: 5.91233 -2.71892 3.15356  0.475
C: 1.26341 0.66655 6.33621  -0.830
H: -3.60321 5.78892 0.30546  0.161
C: 3.03618 -3.33047 1.35401  0.049
H: 0.99176 -5.94300 2.19105  0.390
C: 4.89678 -3.09095 2.99451  -1.715
C: 2.63690 -0.02639 -2.97086  0.628
C: 3.32612 -3.26954 -3.37428  0.185
C: 4.74143 0.86137 -2.12353  -0.168
C: 4.50742 -2.93671 1.51642  2.344
H: -3.75922 4.48048 3.06055  0.175
C: -2.52909 2.22760 -2.43974  -0.003
H: 4.10032 -2.97391 -6.63936  0.386
H: -6.04015 -2.73704 0.42000  0.336
C: -4.96980 6.60425 1.76625  -1.406
C: -4.12629 0.03668 0.00991  -0.375
C: -2.75926 -1.81664 0.43928  0.438
H: 4.21756 -2.52092 3.63143  0.147
N: 0.64500 0.60597 -1.73991  0.647
C: -3.70475 5.84175 1.39224  -0.038
H: 5.17525 -3.74815 -0.39323  0.257
H: -3.88989 3.60729 -3.38467  0.471
H: -1.15508 -0.04980 -2.43781  0.512
H: -6.70470 2.59033 -2.44552  0.315
C: -3.93472 2.77595 -2.67195  -0.296
H: 2.63660 -4.97361 -6.76747  0.385
O: 2.16796 1.69291 0.21980  -0.756
C: 3.63892 -3.37318 -5.74427  -0.050
H: 6.45203 -3.59738 0.81847  0.455
Cl: -2.31470 3.12285 5.14589  -0.242
C: 4.08259 -0.00406 -3.02737  0.331
H: -1.54244 4.14031 1.83972  0.516
H: -6.25545 -0.29018 -0.02379  0.384
C: -2.80148 -0.42319 0.16203  0.728
H: -3.80354 -3.69883 0.71117  0.304
C: 3.88896 -2.72314 -4.53191  -0.378
C: 0.44500 -0.54078 -3.81710  -1.312
C: 1.80524 -0.54028 -3.98416  -0.605
H: -4.31657 1.09564 -0.19410  0.394
H: 5.81062 0.96289 -2.28024  0.344
C: 0.59766 1.41142 7.26810  0.150
C: -5.27461 -0.74247 0.10172  -0.755
C: 2.54080 -4.41092 -3.43011  -0.656
H: 3.34482 -5.29707 2.18537  0.324
H: 5.26146 -4.90179 0.93759  0.324
C: -6.29993 2.20114 -3.38261  -1.535
C: 2.83238 -4.49558 -5.81670  -0.616
O: -0.67848 1.44082 3.34524  -0.214
H: -6.96581 1.40869 -3.72930  0.415
H: 5.80238 -1.22347 1.32314  0.508
C: 0.33213 -4.06242 1.35574  1.291
H: -4.87385 0.85604 -2.48580  0.186
C: 2.61186 -4.59720 1.80163  -0.333
C: 4.13919 1.48309 -1.06565  -0.960
S: -0.70438 5.19375 -0.46117  -0.446
C: 2.08726 -2.46691 0.83787  1.405
K: 0.02356 0.64102 1.11554  0.783
N: -0.28648 -1.98654 0.45288  0.258
C: -2.46425 3.60919 1.60537  -1.010
C: 0.85370 0.64278 4.99514  0.592
C: -4.87724 1.69481 -3.18602  -0.160
H: -2.45447 2.67983 2.17435  0.175
H: -4.58726 3.89544 1.62947  0.220
H: 2.34056 -1.47356 0.49277  0.210
C: 0.73627 -2.82823 0.84466  -2.258
C: 4.75989 -1.48048 1.12043  -1.705
H: 2.11503 -4.81581 -2.52255  0.530
H: 3.49210 -2.80328 -2.41721  0.685
H: -2.81892 6.37993 1.73822  0.295
H: 2.24013 -0.94581 -4.88434  0.587
N: 4.85254 -1.68629 -4.59861  -0.876
H: 2.12511 0.07593 6.62816  0.382
C: 2.29036 -5.00917 -4.65211  0.041
H: -4.32034 3.19071 -1.73591  0.129
H: -4.96153 7.62334 1.37343  0.399
H: 4.12369 -0.79238 1.68102  0.287
C: 1.28358 -4.97324 1.80764  -1.256
C: 1.98199 0.59309 -1.88088  -0.407
H: 2.49360 -0.69198 4.63706  -0.091
H: -2.11835 1.85367 -3.38004  0.804
C: 2.74209 1.29709 -0.80212  0.641
H: -5.85887 6.10330 1.37334  0.310
C: -5.16309 -2.10373 0.35432  -0.933
S: -1.39837 -4.12651 1.36446  -0.569
H: -4.49182 1.29941 -4.13244  0.320
Br: 1.19222 -6.56025 -4.72894  -0.251
H: 4.58934 -1.29716 0.06040  0.087
H: -2.75267 2.30349 0.00294  -0.445
C: -1.45256 -2.48699 0.67626  0.083
C: -3.89628 -2.63282 0.52344  -0.909
C: -1.61845 3.80277 -0.72378  -0.044
C: -0.09260 0.00686 -2.64941  -0.264
H: 4.70112 2.08587 -0.36386  0.399
H: -2.55788 1.35735 -1.77400  -1.033
H: -1.01726 3.71150 -2.59655  0.289
C: -0.51615 2.17149 6.88637  -0.653
C: 5.39921 -3.85245 0.66720  -1.763
H: -5.08430 6.66622 2.85195  0.318
O: 1.46688 -0.43399 2.93495  0.197
N: -2.44641 3.25274 0.18721  0.941
H: -0.20723 -0.96932 -4.56798  0.465
Cl: 1.11409 1.43390 8.94542  -0.293
C: 1.63794 -0.20500 4.11607  -0.169
N: -1.57977 3.20282 -1.93643  0.078
N: 4.96342 -0.64266 -3.86982  -0.437
H: 4.86695 -4.13410 3.31525  0.373
H: -1.04876 2.76308 7.61921  0.442
C: -3.69297 4.43287 1.96964  -0.511
C: -0.92859 2.16687 5.58644  0.459

**Molecular weight**: 1011.0 g mol⁻¹
**Energy above the lowest of the compared OMol25 structures with the same formula, charge and spin**: 12.61 kcal per mole
**Total energy**: -198724.8151 eV
**Total charge**: -2
**LUMO level**: 0.13251 Eh